Record 1
The following is a quantum chemistry calculation of a cluster of 10 separate species, C45H48Cl6F6O in total in a non-equilibrium geometry, from OMol25.

Calculated values
Lowest unoccupied orbital energy ... 0.45 eV
SMILES string ... Fc1ccccc1.Fc1ccccc1.Fc1ccccc1.Fc1ccccc1.Fc1ccccc1.Fc1ccccc1.CC(C)=O.ClCCCl.ClCCCl.ClCCCl
HOMO energy ... -9.190 eV

Atoms and positions in Å:
Cl  17.689  12.879  15.223
Cl  18.510  11.665  12.242
Cl  13.086  20.495  6.872
Cl  12.453  19.448  11.082
Cl  13.928  10.706  9.836
Cl  12.936  7.548  10.914
F  7.499  15.004  6.426
F  13.151  13.793  12.109
F  10.851  17.558  6.738
F  16.612  13.956  10.182
F  13.643  7.263  14.834
F  13.057  17.564  15.178
O  10.626  10.881  8.088
C  14.924  9.084  15.530
C  10.079  14.009  10.219
C  15.273  19.201  12.873
C  10.784  11.689  7.175
C  5.890  13.729  9.427
C  8.193  19.955  7.306
C  16.825  11.978  12.772
C  6.400  13.756  8.179
C  12.681  9.395  14.606
C  13.125  19.411  9.410
C  14.305  19.046  13.869
C  8.142  19.974  8.680
C  15.023  16.308  7.227
C  7.001  14.968  7.680
C  16.087  14.737  9.221
C  15.659  16.805  12.863
C  10.576  14.886  9.222
C  10.973  13.626  11.181
C  6.494  16.085  9.725
C  12.488  10.257  10.753
C  5.931  14.895  10.180
C  13.972  17.780  14.196
C  16.357  16.128  9.288
C  12.706  15.087  10.242
C  9.131  19.176  6.622
C  9.014  19.183  9.423
C  14.883  14.939  7.179
C  12.618  20.630  8.594
C  9.636  12.091  6.280
C  16.850  13.171  13.672
C  12.236  14.192  11.181
C  9.961  18.405  7.389
C  15.415  14.123  8.182
C  11.965  8.936  10.297
C  7.024  16.105  8.440
C  14.015  11.281  15.213
C  16.009  18.068  12.463
C  11.881  15.416  9.215
C  13.756  8.581  14.992
C  15.777  16.884  8.299
C  12.787  10.770  14.752
C  14.625  16.628  13.707
C  9.914  18.343  8.796
C  12.095  12.435  6.972
C  15.058  10.473  15.612
H  11.791  8.903  14.258
H  11.988  11.467  14.659
H  16.854  18.255  11.793
H  15.497  20.168  12.461
H  15.852  13.510  13.942
H  9.283  19.152  5.548
H  11.721  10.976  10.670
H  14.465  17.000  6.600
H  8.830  19.063  10.456
H  12.200  16.030  8.390
H  15.750  8.425  15.779
H  12.853  11.774  7.408
H  12.297  12.551  5.898
H  9.088  13.645  10.171
H  10.978  8.748  10.737
H  13.712  19.851  14.297
H  14.249  15.646  14.014
H  12.769  10.301  11.822
H  9.938  15.172  8.413
H  10.571  17.685  9.370
H  14.137  12.347  15.440
H  7.426  16.959  7.955
H  9.854  11.897  5.221
H  13.102  21.537  8.959
H  15.175  13.074  8.279
H  5.542  14.946  11.179
H  12.772  18.461  9.010
H  13.750  15.372  10.320
H  16.142  15.915  12.473
H  11.866  8.919  9.228
H  8.725  11.546  6.556
H  6.564  16.977  10.330
H  14.235  14.519  6.445
H  9.454  13.166  6.420
H  12.047  13.403  7.433
H  16.523  11.072  13.260
H  16.910  16.573  10.124
H  7.400  20.618  9.183
H  15.989  10.835  16.008
H  17.394  14.025  13.286
H  5.433  12.871  9.894
H  14.216  19.295  9.550
H  15.841  17.979  8.344
H  6.357  12.923  7.428
H  16.245  12.117  11.859
H  7.557  20.604  6.740
H  10.700  12.887  11.933
H  11.546  20.695  8.757

=====

Record 2
The following is a quantum chemistry calculation of a structure of composition C45H49Cl3FN6O5SSr in a non-equilibrium geometry, from OMol25.

Calculated values
Total charge ... -1
Lowest unoccupied orbital energy ... 1.82 eV
HOMO energy ... -4.378 eV

Atoms and positions in Å:
Sr  -0.468  0.321  -3.146
Cl  -0.740  -6.591  5.978
Cl  -2.516  -2.299  4.802
Cl  2.254  -2.182  6.430
S  -1.711  -0.317  6.850
F  -2.133  1.992  -3.581
O  0.589  1.756  -4.675
O  1.402  -0.767  3.167
O  -1.128  -1.852  -3.391
O  -0.591  -3.948  -4.034
O  2.507  2.075  -5.837
N  0.865  -0.816  -4.701
N  -3.317  0.637  -1.220
N  1.020  -1.435  -0.971
N  -0.332  2.200  -1.503
N  -2.269  -3.234  -0.983
N  2.008  -2.281  0.817
C  1.531  -1.166  0.207
C  -0.714  3.321  -2.177
C  -0.503  -0.416  4.579
C  2.285  2.269  1.800
C  2.813  -2.323  2.024
C  0.048  2.509  0.899
C  -0.021  -0.755  3.195
C  2.757  -0.809  -6.115
C  -4.272  -2.270  0.092
C  1.942  2.149  -0.596
C  -0.268  4.636  -1.903
C  -0.724  5.734  -2.618
C  -3.679  -0.969  0.641
C  -4.171  0.285  -0.082
C  2.783  2.132  0.513
C  1.799  -0.144  -5.371
C  2.692  -2.198  -6.172
C  0.675  -4.045  3.256
C  0.030  -5.121  3.843
C  -1.424  2.797  1.151
C  3.273  3.297  -2.404
C  -1.644  5.598  -3.650
C  1.742  -3.340  -0.032
C  -3.624  -2.715  -1.221
C  -1.499  -1.009  5.290
C  -2.055  1.823  2.150
C  -2.100  4.319  -3.960
C  -1.623  4.241  1.636
C  0.079  -5.264  5.216
C  0.770  -2.143  -4.774
C  1.409  -3.293  5.389
C  0.763  -4.353  6.001
C  1.642  1.388  -5.296
C  -0.424  -2.729  -4.005
C  1.675  -2.883  -5.512
C  -0.448  0.807  6.564
C  1.390  -3.114  4.004
C  2.532  2.023  -1.991
C  0.098  0.642  5.335
C  2.127  -1.969  3.349
C  1.126  -2.804  -1.122
C  0.550  2.327  -0.413
C  0.923  2.458  1.980
C  -1.644  3.252  -3.239
C  3.448  0.802  -2.151
H  -3.912  -0.874  1.703
H  2.045  -4.349  0.197
H  0.536  2.586  2.988
H  -1.019  4.434  2.528
H  1.697  1.907  -2.680
H  3.774  0.723  -3.192
H  -3.115  2.055  2.284
H  4.161  3.447  -1.780
H  -0.470  -1.672  2.808
H  -0.288  0.056  2.518
H  2.626  4.172  -2.310
H  -2.387  0.890  -0.904
H  -5.176  0.099  -0.471
H  -0.180  1.521  7.329
H  0.793  -4.464  7.076
H  -2.796  4.144  -4.772
H  -4.270  -3.449  -1.714
H  3.425  -2.748  -6.750
H  -2.587  -1.031  0.548
H  -2.285  -4.243  -0.920
H  1.566  -3.958  -5.562
H  -1.995  6.456  -4.208
H  -4.261  1.108  0.637
H  -1.944  2.687  0.200
H  3.513  -0.236  -6.632
H  0.469  4.768  -1.120
H  3.622  -1.603  1.898
H  0.610  -3.929  2.180
H  0.769  -3.326  -1.997
H  -3.539  -1.858  -1.888
H  -3.688  1.446  -1.699
H  2.934  -0.121  -1.878
H  -2.674  4.417  1.889
H  3.851  2.000  0.366
H  0.916  1.238  4.947
H  2.951  2.244  2.654
H  1.639  -0.175  0.634
H  -1.338  4.955  0.863
H  -1.689  -3.008  -1.787
H  -1.577  1.884  3.133
H  -4.130  -3.073  0.824
H  2.946  -1.694  4.009
H  -0.527  -5.825  3.239
H  -1.985  0.791  1.797
H  -5.353  -2.148  -0.045
H  -0.344  6.719  -2.368
H  3.257  -3.314  2.100
H  4.345  0.894  -1.530
H  3.580  3.223  -3.452